{
  "formula": "C5H8N2S",
  "method": "the ωB97M-V functional and the def2-TZVPD basis",
  "elements": ["C", "N", "C", "C", "S", "N", "C", "C", "H", "H", "H", "H", "H", "H", "H", "H"],
  "coordinates": [[-1.009, 0.263, 1.338], [-1.452, -0.341, -0.010], [-0.272, -1.067, -0.709], [1.089, -1.260, -0.070], [2.229, -0.029, 0.176], [1.384, 1.489, -0.092], [0.186, 1.515, -0.530], [-0.632, 0.457, -0.948], [-1.248, -0.594, 1.953], [0.048, 0.689, 1.330], [-1.476, 1.108, 1.502], [-0.502, -1.758, -1.465], [1.664, -1.942, -0.820], [1.092, -1.799, 0.862], [-0.035, 2.494, -0.616], [-1.065, 0.774, -1.903]],
  "forces_ev_per_a": [[2.71, -5.15, -1.79], [2.69, 1.26, 0.14], [-0.17, 4.86, 1.52], [-0.28, -3.86, -1.78], [0.67, 4.22, -0.01], [1.54, -1.51, 0.14], [3.90, -0.76, 1.08], [-1.87, -3.60, -2.49], [0.37, 0.56, 1.19], [-1.15, -1.80, 0.67], [-3.51, 3.83, 0.99], [-0.74, -0.65, -0.68], [-1.18, 0.67, 1.20], [-0.61, -0.58, 0.35], [-1.92, 3.19, -0.67], [-0.45, -0.68, 0.14]],
  "largest_force_ev_per_a": 6.09,
  "smiles": "CN1[C@@H]2CSN=C[C@@H]21",
  "relative_energy_kcal_mol": 105.3,
  "total_energy_ha": -702.86220,
  "orbital_gap_ha": 0.344,
  "lumo_ev": 0.83
}


{
  "formula": "C7H15N",
  "method": "the ωB97M-V functional and the def2-TZVPD basis",
  "elements": ["C", "C", "C", "C", "H", "H", "H", "H", "H", "H", "H", "H", "C", "C", "N", "C", "H", "H", "H", "H", "H", "H", "H"],
  "coordinates": [[-1.414, -0.991, -3.405], [-1.488, -1.307, -1.938], [-1.873, -0.459, -0.994], [-1.947, -0.776, 0.467], [-0.811, -0.097, -3.571], [-0.967, -1.806, -3.971], [-2.397, -0.800, -3.836], [-1.216, -2.311, -1.622], [-2.113, 0.562, -1.271], [-1.989, -1.845, 0.664], [-1.081, -0.403, 1.021], [-2.838, -0.312, 0.884], [2.653, -0.459, 2.407], [2.352, 0.575, 1.623], [1.175, 1.296, 1.644], [0.771, 2.019, 0.444], [1.913, -0.824, 3.110], [3.619, -0.932, 2.362], [3.086, 0.940, 0.913], [0.422, 0.839, 2.134], [-0.152, 2.548, 0.663], [1.533, 2.756, 0.208], [0.600, 1.354, -0.405]],
  "forces_ev_per_a": [[0.11, 0.12, -0.02], [-0.15, -0.11, 0.17], [0.37, -0.05, -0.06], [-0.03, 0.01, 0.04], [0.01, 0.00, -0.07], [0.05, -0.01, 0.01], [-0.06, -0.03, 0.05], [-0.05, -0.06, -0.09], [-0.09, 0.09, -0.06], [-0.05, -0.11, -0.12], [-0.03, 0.16, -0.09], [-0.05, -0.02, 0.23], [-0.31, 0.07, 0.02], [0.20, -0.10, -0.03], [-0.04, 0.18, -0.12], [-0.04, -0.32, 0.47], [0.13, -0.13, 0.07], [0.04, -0.03, 0.01], [-0.01, 0.10, -0.04], [-0.01, 0.02, 0.02], [-0.08, 0.10, -0.05], [0.08, 0.06, -0.17], [0.03, 0.04, -0.17]],
  "largest_force_ev_per_a": 0.56,
  "smiles": "C/C=C/C.C=CNC",
  "relative_energy_kcal_mol": 37.7,
  "total_energy_ha": -330.40790,
  "orbital_gap_ha": 0.332,
  "lumo_ev": 1.09
}


{
  "formula": "C4H13NOS",
  "method": "the ωB97M-V functional and the def2-TZVPD basis",
  "elements": ["C", "C", "N", "C", "C", "S", "H", "H", "H", "H", "H", "H", "H", "H", "H", "H", "H", "O", "H", "H"],
  "coordinates": [[-2.206, -0.028, -0.352], [-0.684, -0.138, -0.254], [-0.112, -1.104, -1.175], [-0.064, 1.220, -0.531], [1.443, 1.302, -0.238], [1.804, 1.435, 1.554], [-2.668, -1.004, -0.244], [-2.494, 0.404, -1.295], [-2.588, 0.684, 0.389], [-0.420, -0.521, 0.730], [-0.474, -2.035, -1.043], [-0.060, -0.844, -2.146], [-0.168, 1.388, -1.608], [-0.558, 2.011, 0.034], [1.931, 0.377, -0.527], [1.924, 2.121, -0.754], [0.603, 1.194, 2.093], [1.636, -2.430, 2.056], [1.148, -2.492, 1.233], [2.006, -1.540, 2.078]],
  "forces_ev_per_a": [[0.28, 0.43, 0.47], [-0.42, -0.09, -0.47], [0.63, -0.34, 0.37], [1.03, 0.03, -0.05], [-0.49, -0.78, 0.61], [0.41, 0.24, 0.20], [-0.21, -0.07, 0.11], [-0.07, -0.02, -0.67], [-0.03, -0.37, 0.18], [0.01, 0.26, 0.37], [-0.12, -0.01, -0.25], [-0.33, 0.07, -0.07], [-0.29, 0.26, 0.07], [-0.22, 0.04, -0.20], [-0.04, -0.06, -0.38], [-0.01, 0.31, 0.08], [-0.14, -0.02, -0.29], [0.03, -0.08, 0.25], [0.04, 0.13, -0.20], [-0.06, 0.07, -0.13]],
  "largest_force_ev_per_a": 1.11,
  "smiles": "C[C@@H](N)CCS.O",
  "relative_energy_kcal_mol": 7.8,
  "total_energy_ha": -688.37629,
  "orbital_gap_ha": 0.366,
  "lumo_ev": 0.84
}


{
  "formula": "CF3MgNO4S3V",
  "method": "the ωB97M-V functional and the def2-TZVPD basis",
  "elements": ["Mg", "N", "S", "O", "C", "F", "F", "F", "V", "S", "O", "S", "O", "O"],
  "coordinates": [[1.967, -1.545, 0.611], [0.398, -1.160, 1.674], [-0.607, -0.104, 1.387], [-0.524, 0.878, 0.208], [-2.156, -0.931, 0.751], [-3.067, -0.969, 1.712], [-1.842, -2.172, 0.366], [-2.649, -0.313, -0.315], [0.449, 0.645, -1.367], [2.374, 2.220, -2.640], [0.971, 1.529, -3.146], [3.413, 1.082, -1.026], [2.209, 0.013, -0.736], [-0.936, 0.827, 2.521]],
  "forces_ev_per_a": [[-0.87, 1.90, -0.33], [0.98, -0.51, -1.30], [-1.00, 3.87, 3.59], [0.47, -0.68, 0.34], [0.26, -0.10, 0.57], [-0.16, -0.20, -0.16], [-0.21, -0.32, 0.03], [-0.41, 0.11, -0.06], [-0.08, 0.80, -2.38], [-0.20, 0.70, -0.25], [1.05, -0.97, 1.77], [0.40, 0.46, -1.02], [-0.36, -2.29, 1.31], [0.14, -2.77, -2.12]],
  "largest_force_ev_per_a": 5.38,
  "s2": 3.76,
  "total_energy_ha": -3032.00700,
  "orbital_gap_ha": [0.166, 0.168],
  "lumo_ev": [-2.96, -2.98],
  "multiplicity": 4
}